# C4H7NO

An isolated molecule of C4H7NO (the ωB97M-V functional and the def2-TZVPD basis, the Open Molecules 2025 dataset).

The geometry in XYZ format:
```
13
Properties=species:S:1:pos:R:3:forces:R:3
H 2.1396 0.4633 0.6993 -0.1 0.0 0.0
C 1.7722 0.3950 -0.3326 0.0 0.1 0.2
O -2.1363 -2.1658 0.0397 0.2 0.3 -0.4
H 0.0037 -1.0502 1.0531 -0.2 -0.1 -0.1
C -0.6551 0.9584 0.5589 0.4 0.2 -0.1
H 2.2229 1.1964 -0.9279 -0.2 0.0 0.2
H 2.1546 -0.5480 -0.7551 -0.4 0.2 0.1
C -1.5661 -1.2231 -0.4558 -0.2 -0.2 0.2
C -0.4835 -0.4950 0.2479 -0.1 -0.3 0.2
H -0.4930 1.1857 1.6208 0.8 0.1 -0.5
N 0.3129 0.4653 -0.4465 -0.1 0.2 0.2
H -1.8528 -0.7942 -1.4390 0.0 -0.1 0.1
H -1.4192 1.6121 0.1373 0.0 -0.5 -0.1
```
Positions in Å, forces in eV/Å.

Values from the calculation:
- Relative energy (zero: lowest compared OMol25 entry of this formula, charge and spin): 246.76 kJ/mol
- Maximum force: 0.95 eV/Å
- Structure (SMILES): CN1C[C@H]1C=O